No. 1
Molecular formula: C2F3NO6S2Sc
Method: DFT, ωB97M-V/def2-TZVPD

Geometry as XYZ:
```
15
Properties=species:S:1:pos:R:3:forces:R:3
F 3.2619 -1.3245 -0.3531 0.094 -0.119 -0.092
O -3.6651 -0.7093 1.2371 0.755 0.293 -0.804
O 2.0852 0.9546 -1.8697 -0.579 -0.205 1.745
Sc -0.8313 2.9572 0.6107 0.903 -1.957 -0.533
C -3.6597 -0.1871 0.1403 -1.661 -0.270 1.521
C 2.7534 -0.3122 0.3344 -0.776 0.362 -0.442
F 2.2691 -0.7712 1.4810 -0.054 -0.132 0.316
F 3.7174 0.5601 0.5947 0.478 0.267 0.182
S -0.8702 -0.8551 0.2133 -0.818 -1.590 -0.180
O -2.0236 0.1804 -0.3138 0.299 -0.133 -0.162
S 1.3978 0.5135 -0.6557 -0.626 -1.237 -2.398
O -4.4825 0.2262 -0.6445 1.660 0.097 -0.319
O 0.9794 1.5942 0.2891 -0.849 1.099 0.324
O -1.2320 -2.2743 -0.0856 0.107 2.048 0.291
N 0.3002 -0.5524 -0.9782 1.068 1.478 0.552
```
Forces are in eV/Å.

Summary:
Charge   -1
Spin multiplicity   1
Lowest unoccupied orbital energy (alpha / beta)   1.64 / 0.91 eV
Energy relative to the best compared isomer or geometry (same formula, charge and spin)   0.0 kJ/mol
Frontier orbital gap (alpha / beta)   6.26 / 6.11 eV

No. 2
Molecular formula: C4H7NO
Method: DFT, ωB97M-V/def2-TZVPD

Geometry as XYZ:
```
13
Properties=species:S:1:pos:R:3:forces:R:3
C 1.0316 0.1081 0.1051 0.112 0.048 0.116
H -1.1313 2.0214 2.5262 0.137 -0.047 0.034
H -0.8358 0.0050 -1.9622 -0.050 0.049 0.172
N -1.1999 1.0274 0.9632 0.173 -0.335 -0.470
H -1.7362 -1.0301 -0.8388 0.336 -0.172 0.016
H 0.7213 -2.0045 -0.1795 -0.540 -0.074 -0.197
C 0.6185 -1.1050 -0.7887 0.171 -0.140 -0.096
O -0.4553 1.5663 2.0114 -0.004 0.414 0.277
C -0.8018 -0.4791 -0.9799 -0.118 0.022 -0.085
H 1.1116 -1.2894 -1.7446 0.282 0.211 0.239
C -0.4349 0.4626 0.1287 -0.312 0.131 0.276
H 1.4286 -0.1548 1.0908 -0.007 0.063 -0.182
H 1.6833 0.8721 -0.3319 -0.180 -0.168 -0.099
```
Forces are in eV/Å.

Summary:
Charge   0
SMILES   ON=C1CCC1
Spin multiplicity   1
Lowest unoccupied orbital energy   1.12 eV
Energy relative to the best compared isomer or geometry (same formula, charge and spin)   295.3 kJ/mol
Frontier orbital gap   10.51 eV

No. 3
Molecular formula: C37H61AlBeCl2F8NNaO11PS
Method: DFT, ωB97M-V/def2-TZVPD

Geometry as XYZ:
```
125
Properties=species:S:1:pos:R:3:forces:R:3
C 0.2510 -0.8822 1.7393 -0.100 0.544 -0.281
F -6.7812 5.2546 4.4845 0.269 0.062 -0.227
C -3.1544 4.0195 -0.5200 0.798 -0.918 0.571
H -1.3895 0.4304 1.3798 -0.354 -0.182 -0.043
O 6.5841 -4.0307 -3.3449 0.782 -0.599 0.672
H -3.5793 1.7711 -1.5043 0.212 -0.006 -0.460
H -3.3801 -0.9452 -0.7284 -0.102 0.237 -0.018
P -1.5154 0.3024 -1.8646 -0.262 -1.636 -0.067
C 2.2554 -0.2055 10.2718 -0.052 -0.043 0.200
F 6.3172 -7.3192 -2.4582 0.024 0.139 -0.077
C 3.9337 -4.2675 -3.7235 -0.550 0.408 -0.544
C -0.2876 0.2672 -0.4574 0.124 -0.091 0.832
C -0.8762 -0.3652 0.8303 0.345 0.341 0.077
C 6.7075 -6.0911 -2.0766 0.187 -0.380 0.135
H 4.5991 1.7408 6.7596 -0.079 -0.097 -0.010
Cl 0.8353 -2.7937 -5.0962 -0.128 0.149 -0.239
C 5.1915 2.4641 8.6979 -0.017 -0.464 0.319
F -6.7679 3.8854 2.0800 0.259 0.194 0.087
C -2.0080 2.9532 -0.5693 -0.688 0.569 -0.229
C -0.4757 -1.1370 -2.6933 0.255 0.405 -0.772
C 4.0553 -4.4894 -5.2159 0.375 -0.456 -0.124
Cl -0.4152 5.8870 -3.0445 0.069 0.866 -0.822
H -0.7385 0.0098 3.3089 -0.076 -0.030 -0.138
H 5.9509 3.1313 8.3115 0.152 -0.142 0.070
H 0.9225 -1.4785 6.0004 0.074 0.020 0.010
O -5.7336 -0.5229 0.0363 -0.196 0.044 -0.004
H -5.1989 0.2682 -0.0829 -0.106 0.029 0.021
Be 4.5348 4.4130 7.1012 -0.289 0.686 -0.410
H -3.1951 0.8495 -6.2483 -0.565 -0.081 0.064
H -1.6710 2.8656 0.4739 0.178 -0.505 -0.100
H 2.9053 -4.4185 -3.4033 0.120 -0.186 0.271
H -1.1153 -3.2254 9.3314 -0.002 -0.001 0.000
O 2.8492 0.0891 6.1850 -0.035 0.067 0.007
H -2.4393 3.1620 -3.3020 0.125 -0.181 0.277
C 4.0218 1.5170 10.5745 0.082 0.115 0.049
H -5.4539 -2.0882 -1.2130 -0.221 -0.134 -0.133
H -1.6077 4.2129 2.2423 -0.084 -0.042 -0.141
Al -6.4705 5.3762 2.8271 -0.240 -0.162 -0.061
C 9.1651 -4.7875 -5.2471 1.532 0.545 0.196
O -5.7215 1.1601 -5.6630 -0.153 -0.428 -1.741
H -0.4491 1.7400 -3.5389 0.130 -0.190 -0.058
H -4.0885 3.5149 -0.2688 -0.193 0.239 -0.161
C 4.9790 2.3815 10.0706 0.042 0.006 -0.050
H 4.2218 -3.2585 -3.4366 0.260 -0.090 0.060
C 1.6034 -0.8705 7.9397 0.025 0.042 0.126
N -0.0916 -0.7559 3.1634 0.099 -0.128 0.199
H 0.5860 -0.3431 -0.6805 -0.046 0.090 -0.544
F 6.4380 -5.9744 -0.7728 0.011 0.060 -0.144
H -2.9559 4.7187 0.2966 -0.072 0.510 -0.394
H -3.1819 4.5396 -1.4732 -0.313 0.226 0.086
O 2.1084 -0.3138 11.4714 0.013 0.013 -0.006
H 0.3231 -1.9537 10.8855 0.071 0.082 0.019
H 1.6355 -1.3869 -2.9047 0.165 0.169 0.036
F 6.4769 -2.7338 -5.2465 0.257 0.074 -0.591
O 8.6872 -4.9080 -6.4480 -0.263 -0.019 0.289
C 3.2714 0.7307 9.7105 -0.045 0.002 -0.102
H -5.3510 0.7603 -2.2073 -0.019 -0.011 0.239
C -2.6220 1.5977 -1.0064 0.389 0.449 0.889
O 4.7194 -5.2407 -3.0026 0.497 -0.373 0.161
C 4.4419 1.6814 7.8299 0.230 0.007 0.049
H 3.4009 -3.8084 -5.7568 0.004 0.026 0.064
O -5.7048 3.0301 -7.3099 1.056 0.558 0.169
H -3.0886 2.2856 -7.2966 -0.056 -0.154 -0.075
H -0.2471 4.1791 -0.7813 -0.027 0.205 -0.116
H -1.5642 -1.1808 0.6131 -0.180 0.099 0.068
H -1.0921 -1.5896 -3.4809 -0.100 -0.021 0.066
C -3.9833 -0.8596 -2.8365 -0.422 -0.247 0.669
H 0.7408 -0.4958 3.6808 0.022 -0.199 0.066
H -4.1912 -1.8846 -3.1562 0.079 0.013 -0.165
H 8.3751 -4.7473 -4.4344 -0.770 0.181 0.102
C 1.4252 -0.9940 9.3203 0.067 0.056 -0.088
H -0.8267 -2.9695 6.8862 0.013 -0.001 -0.013
H 1.9433 -0.7279 -5.2140 -0.088 0.134 -0.237
C -5.3529 -0.3166 -2.3900 -0.262 -0.436 -0.910
H 1.1528 -0.3003 1.5245 0.046 -0.079 -0.099
C -2.4814 2.2298 -3.8531 0.074 0.055 -0.975
C -3.3030 1.9325 -6.2813 0.998 0.630 -1.061
C 2.6605 0.0150 7.3806 0.018 -0.030 -0.236
H 3.8538 1.4504 11.6405 -0.072 -0.087 -0.013
H 0.1462 -0.5667 -5.4061 0.122 0.124 -0.140
H 9.7219 -3.8532 -5.0138 -0.467 0.271 -0.288
C -0.8471 3.5149 -1.4038 -0.518 -0.182 0.300
C 0.8704 -0.7398 -3.3424 0.236 -0.709 0.403
C -1.3999 1.2105 -3.4941 -0.768 0.581 0.164
Na -6.6955 1.7316 -8.4558 -3.650 -2.492 -1.185
C 0.9634 -1.0055 -4.8399 0.017 -0.294 0.664
H -1.1977 4.1618 -2.2499 0.564 -0.869 0.881
H -7.0290 -1.3030 -1.3712 -0.072 0.224 0.051
C -5.9630 -1.1168 -1.2416 0.909 0.112 0.410
S -5.0019 2.3798 -5.9334 -0.636 -1.326 3.464
H -1.2901 2.5023 -5.6914 -0.063 -0.302 -0.182
F 8.0373 -6.0292 -2.2217 -0.076 0.060 -0.083
H -3.4964 1.8432 -3.7489 0.066 -0.178 0.353
H 5.0772 -4.3230 -5.5556 -0.014 0.253 0.071
H -6.0086 -0.4660 -3.2554 -0.062 0.233 -0.008
H 0.1025 1.2436 -0.1667 -0.167 0.149 -0.218
H -0.1549 2.7464 -1.7460 -0.010 0.021 -0.079
O -5.1756 3.3390 -4.9097 0.487 1.128 -0.887
O 4.1541 -3.9462 -0.3831 -0.089 0.249 -0.011
C -0.3539 -2.5620 8.9427 0.027 0.028 -0.049
H -5.4319 2.4716 -8.0424 3.069 1.792 0.936
C -2.3154 2.6241 -5.3456 -0.684 1.127 0.806
C 3.4778 0.8209 8.3314 -0.042 -0.061 0.103
F -4.7479 5.6684 2.6158 0.413 -0.651 0.070
H 4.7390 -4.5429 -0.8572 -0.135 -0.033 0.171
H -2.9460 1.1154 -0.0735 0.080 -0.146 -0.040
H 3.7846 -5.5187 -5.4727 -0.202 0.041 0.072
O -2.4591 3.8655 2.5750 0.242 -0.140 0.247
H -3.6437 -0.3337 -3.7300 0.141 0.080 0.067
H -3.1911 4.5212 2.4483 -1.206 0.743 -0.064
C 0.4509 -1.8506 9.8169 -0.119 -0.090 0.003
H -1.4227 0.4549 -4.2811 0.243 -0.181 0.131
C 6.0129 -4.9854 -2.9003 -0.929 0.348 -0.246
C 0.7908 -1.5829 7.0686 -0.118 -0.086 -0.115
H -2.5089 3.6983 -5.4141 0.137 0.034 -0.085
H -2.4647 -1.9422 -1.8129 0.105 0.009 0.148
F -7.4008 6.5903 2.1211 0.356 -0.112 0.104
H -2.3998 3.5854 3.5067 -0.060 0.099 -0.007
H 5.5624 2.9934 10.7459 0.011 -0.005 -0.001
H 1.2031 0.2745 -3.1011 -0.177 0.138 -0.194
H 9.8176 -5.6100 -4.8696 -0.548 -0.511 -0.181
H -0.2855 -1.9358 -1.9741 -0.159 0.028 0.121
C -0.1902 -2.4218 7.5683 -0.010 -0.019 0.078
H 0.4575 -1.9167 1.4644 0.124 -0.061 0.230
C -2.9212 -0.9610 -1.7151 0.341 0.068 -0.518
```
Forces are in eV/Å.

Summary:
Charge   -1
Spin multiplicity   1
Lowest unoccupied orbital energy   -2.67 eV
Frontier orbital gap   1.63 eV